Entry 1:
Computed, not measured: a cluster of 3 separate species, C31H41F2N3O10P2S in total, with wB97M-V/def2-TZVPD.

Each line ends with the Löwdin charge.
Cartesian coordinates (Å):
O1 4.02656 -5.14573 0.59649  0.20
C1 4.97590 -4.66390 1.12232  -0.50
F1 5.10358 -4.67016 2.43583  0.18
N1 6.02093 -4.03449 0.38772  0.13
C2 6.10956 -4.66333 -0.90335  -0.48
O2 6.57618 -5.72831 -1.09618  0.21
F2 5.63172 -3.93850 -1.91863  0.16
C3 5.75778 -2.59870 0.19058  -0.21
C4 6.85838 -1.83022 -0.17036  -0.02
C5 6.68787 -0.47319 -0.40755  -0.07
C6 5.42244 0.07439 -0.26711  -0.44
C7 4.31344 -0.68190 0.10408  -0.23
C8 4.49539 -2.04944 0.34606  0.07
N2 3.01781 -0.11311 0.21794  0.11
C9 2.66343 0.69253 -0.89248  -0.20
C10 3.52521 1.66172 -1.40145  -0.44
C11 3.20683 2.46209 -2.48024  -0.10
C12 1.97903 2.33941 -3.13644  -0.05
C13 1.11511 1.35766 -2.64565  -0.02
C14 1.42800 0.55462 -1.54202  -0.11
C15 0.40973 -0.45507 -1.12801  -0.16
C16 0.06359 -0.70386 0.20781  -0.02
C17 -0.92924 -1.64647 0.45276  -0.14
N3 -1.58075 -2.36223 -0.45427  0.07
C18 -1.23921 -2.09049 -1.71267  -0.15
C19 -0.27226 -1.18458 -2.12260  -0.01
S1 5.11196 1.80444 -0.58220  1.02
H1 7.82460 -2.30856 -0.29191  0.13
H2 7.53909 0.12333 -0.71626  0.11
H3 3.63480 -2.64037 0.64885  0.13
H4 2.37931 -0.89622 0.30466  0.10
H5 3.95172 3.18502 -2.80040  0.10
H6 1.75622 2.97492 -3.98383  0.10
H7 0.15547 1.20313 -3.13040  0.11
H8 0.54747 -0.14862 1.00516  0.12
H9 -1.20312 -1.81809 1.49537  0.11
H10 -1.77120 -2.63825 -2.49147  0.11
H11 -0.02491 -0.97699 -3.15614  0.11
C20 1.37389 -3.32039 6.65936  -0.08
C21 0.57263 -4.13114 5.65621  -0.29
O3 -0.78256 -4.29256 6.06197  -0.24
P1 -1.81192 -2.99634 5.97827  0.64
O4 -1.77233 -2.87332 4.47934  -0.21
O5 -3.25586 -3.75769 6.12974  -0.23
C22 -4.39272 -3.30976 5.38189  -0.29
C23 -4.73752 -4.32585 4.31540  -0.07
O6 -1.63976 -2.78334 7.59565  -0.23
C24 -2.21874 -3.61526 8.60970  -0.26
C25 -1.52944 -4.95087 8.77436  -0.07
H12 0.99840 -2.29486 6.72241  0.07
H13 2.42542 -3.28336 6.37192  0.08
H14 1.29473 -3.75200 7.65683  0.07
H15 0.61483 -3.67295 4.66418  0.10
H16 0.99353 -5.13364 5.57010  0.12
H17 -4.21166 -2.32898 4.94063  0.11
H18 -5.22358 -3.20612 6.08374  0.12
H19 -3.88705 -4.50760 3.65868  0.08
H20 -5.58109 -3.98732 3.71162  0.08
H21 -4.99752 -5.28199 4.77265  0.08
H22 -3.29076 -3.73313 8.46830  0.11
H23 -2.10360 -3.04793 9.53603  0.12
H24 -1.75127 -5.61999 7.94472  0.08
H25 -1.87540 -5.42982 9.69234  0.08
H26 -0.44813 -4.82972 8.82634  0.07
C26 0.04348 6.91353 -6.58644  -0.08
C27 -0.25394 6.56647 -5.13963  -0.28
O7 -1.61532 6.17985 -4.95392  -0.21
P2 -2.10733 4.72459 -5.50333  0.57
O8 -1.30055 3.74017 -4.72668  -0.22
O9 -3.53292 4.59842 -4.70031  -0.24
C28 -3.96629 3.33459 -4.18779  -0.29
C29 -3.89365 3.34032 -2.67633  -0.07
O10 -2.81526 5.25616 -6.86449  -0.21
C30 -4.07229 5.94064 -6.93108  -0.26
C31 -4.00370 7.37773 -6.46843  -0.07
H27 -0.06752 6.03593 -7.22971  0.07
H28 1.06215 7.28828 -6.69063  0.08
H29 -0.65114 7.66941 -6.95266  0.07
H30 0.41201 5.77556 -4.78381  0.10
H31 -0.08959 7.43929 -4.50766  0.12
H32 -3.37396 2.51876 -4.60222  0.10
H33 -4.99942 3.18904 -4.51301  0.12
H34 -2.88506 3.57340 -2.33417  0.08
H35 -4.18833 2.37235 -2.26701  0.08
H36 -4.55391 4.10697 -2.26756  0.08
H37 -4.85759 5.39092 -6.41818  0.11
H38 -4.34433 5.92649 -7.98867  0.12
H39 -3.89622 7.44327 -5.38626  0.08
H40 -4.92270 7.89692 -6.74512  0.08
H41 -3.15758 7.89434 -6.92130  0.07

Values from the calculation:
HOMO = -8.16 eV
Gap between HOMO and LUMO = 7.34 eV
Structure (SMILES) = O=C(F)N(C(=O)F)c1ccc2c(c1)Nc1c(cccc1-c1ccncc1)S2.CCOP(=O)(OCC)OCC.CCOP(=O)(OCC)OCC
Multiplicity = 1


Entry 2:
Computed, not measured: a cluster of 2 separate species, C3H13N2 in total, with wB97M-V/def2-TZVPD.

Each line ends with the Löwdin charge.
Cartesian coordinates (Å):
C1 -1.01579 0.96325 -3.23754  -0.03
H1 -0.24496 1.71799 -3.08496  0.02
H2 -1.47211 0.63353 -2.29662  0.00
H3 -0.54945 0.10880 -3.71650  0.03
H4 -1.81349 1.37630 -3.84461  0.04
N1 -0.15408 1.32981 0.16282  0.20
C2 -0.23582 0.16230 1.13387  -0.14
C3 0.79687 -0.88377 0.77482  -0.29
N2 0.81872 -1.87613 1.83831  0.02
H5 0.82169 1.61944 0.07324  0.17
H6 -0.48067 1.04960 -0.77060  0.11
H7 -0.71635 2.12273 0.48387  0.18
H8 -0.07370 0.55881 2.12920  0.14
H9 -1.25651 -0.21388 1.07154  0.14
H10 0.59191 -1.28509 -0.22487  0.12
H11 1.78185 -0.40450 0.72169  0.13
H12 -0.01476 -2.45188 1.79217  0.08
H13 1.60800 -2.49823 1.70223  0.09

Values from the calculation:
HOMO = -13.70 eV
Net charge = +1
Gap between HOMO and LUMO = 10.10 eV
Energy relative to the best compared isomer or geometry (same formula, charge and spin) = 121.74 kJ/mol
Multiplicity = 1


Entry 3:
Computed, not measured: an isolated molecule of C22H26N2O4, with wB97M-V/def2-TZVPD.

Each line ends with the Löwdin charge.
Cartesian coordinates (Å):
C1 0.27412 2.87720 0.66620  0.01
C2 0.18188 1.67130 -0.28079  -0.41
C3 0.81882 2.03290 -1.62252  0.00
N1 0.93189 0.55305 0.29474  -0.01
O1 2.19441 0.26626 -0.21677  -0.05
C4 3.27223 0.66590 0.63555  -0.12
C5 4.42416 -0.26355 0.37023  -0.20
C6 5.62206 0.20091 -0.15116  -0.04
C7 6.66507 -0.67891 -0.38642  -0.09
C8 6.51089 -2.02667 -0.11252  -0.09
C9 5.31176 -2.49479 0.40001  -0.07
C10 4.27141 -1.61754 0.64374  -0.02
C11 0.43137 -0.27606 1.23517  -0.34
O2 1.01123 -1.25105 1.65681  0.12
C12 -0.92543 0.15987 1.79612  -0.36
O3 -1.23133 -0.07535 2.94579  0.11
N2 -1.72713 0.76843 0.90201  0.01
O4 -3.00750 1.17800 1.29499  -0.04
C13 -3.86557 0.12232 1.74048  -0.12
C14 -4.04225 -0.95892 0.71054  -0.21
C15 -3.29031 -2.12509 0.78646  -0.03
C16 -3.41073 -3.09792 -0.19107  -0.07
C17 -4.28139 -2.91291 -1.25176  -0.09
C18 -5.03340 -1.75227 -1.33390  -0.08
C19 -4.91264 -0.77826 -0.35837  -0.05
C20 -1.28710 1.16840 -0.43805  -0.40
C21 -1.36965 -0.03936 -1.38157  0.02
C22 -2.22342 2.26409 -0.94637  0.00
H1 1.31574 3.06578 0.91655  0.09
H2 -0.12581 3.76669 0.18812  0.09
H3 -0.26969 2.69901 1.59044  0.10
H4 0.92666 1.15460 -2.25088  0.09
H5 1.80923 2.44874 -1.45738  0.09
H6 0.22225 2.77844 -2.13768  0.09
H7 2.96289 0.58085 1.68336  0.14
H8 3.54955 1.70879 0.42528  0.12
H9 5.74405 1.25263 -0.36917  0.11
H10 7.59815 -0.31080 -0.78752  0.10
H11 7.32489 -2.71188 -0.29907  0.10
H12 5.18945 -3.54630 0.61359  0.10
H13 3.33243 -1.96899 1.04430  0.11
H14 -4.80215 0.65186 1.92940  0.14
H15 -3.48210 -0.29437 2.67735  0.12
H16 -2.60977 -2.26870 1.61294  0.12
H17 -2.82280 -4.00079 -0.12373  0.11
H18 -4.37592 -3.67237 -2.01356  0.10
H19 -5.71473 -1.60578 -2.15919  0.10
H20 -5.49647 0.12924 -0.42157  0.12
H21 -0.65108 -0.80764 -1.10798  0.10
H22 -2.36524 -0.47239 -1.33321  0.07
H23 -1.18366 0.26898 -2.40606  0.09
H24 -3.21547 1.84781 -1.09733  0.09
H25 -1.87024 2.65239 -1.89587  0.09
H26 -2.30364 3.07421 -0.22871  0.09

Values from the calculation:
HOMO = -9.24 eV
Gap between HOMO and LUMO = 9.85 eV
Structure (SMILES) = CC1(C)N(OCc2ccccc2)C(=O)C(=O)N(OCc2ccccc2)C1(C)C
Energy relative to the best compared isomer or geometry (same formula, charge and spin) = 485.54 kJ/mol
Multiplicity = 1


Entry 4:
Computed, not measured: a structure of composition C39H37F9OP2W, with wB97M-V/def2-TZVPD.

Each line ends with the Löwdin charge.
Cartesian coordinates (Å):
W1 -2.45483 2.30329 0.02708  1.72
C1 -1.80982 4.40942 0.79549  -0.20
C2 -0.65736 3.56674 0.72178  -0.27
C3 -0.05749 2.80856 1.89269  -0.17
C4 -0.56194 1.36026 2.12484  -0.20
C5 -2.01234 1.12460 1.86954  -0.27
C6 -3.05543 2.08994 2.14962  -0.22
C7 -2.83735 3.38697 2.89319  -0.16
C8 -2.50497 4.64409 2.07632  -0.17
C9 -4.04243 0.88870 -0.36527  -0.20
H1 -1.90633 5.17655 0.01356  0.13
H2 0.08035 3.98375 0.01797  0.09
H3 -0.22249 3.38887 2.80891  0.12
H4 1.04024 2.76859 1.74650  0.13
H5 0.03142 0.63590 1.53218  0.10
H6 -0.32900 1.11013 3.17204  0.13
H7 -2.33118 0.06749 1.78873  0.12
H8 -4.07289 1.67570 2.24852  0.12
H9 -2.10121 3.26789 3.70465  0.12
H10 -3.76997 3.59554 3.46881  0.14
H11 -3.44277 5.17850 1.86157  0.09
H12 -1.87101 5.32354 2.69124  0.16
H13 -4.93235 1.37717 -0.77978  0.00
H14 -4.27171 0.14277 0.41304  0.04
H15 -3.42979 0.47692 -1.21698  0.04
P1 2.95381 -1.42660 -1.48494  1.06
P2 1.52426 -3.51738 -0.26599  1.08
C10 3.43835 -1.75505 0.24320  -0.28
C11 2.90905 -2.92153 0.71072  -0.31
C12 4.55118 -1.67683 -2.33848  -0.39
C13 5.77901 -1.65431 -1.65901  -0.08
C14 6.97531 -1.87078 -2.36808  -0.05
C15 6.94256 -2.12457 -3.74555  -0.05
C16 5.70760 -2.20842 -4.41346  -0.06
C17 4.51481 -1.99251 -3.71678  -0.09
C18 2.76472 0.37765 -1.42503  -0.35
C19 1.52635 0.77096 -0.90267  -0.12
C20 1.18223 2.09612 -0.93038  -0.13
C21 2.12849 3.08574 -1.17994  -0.05
C22 3.36245 2.71137 -1.70463  -0.04
C23 3.66933 1.35368 -1.87268  -0.04
C24 2.04128 -5.30410 -0.29445  -0.35
C25 3.19562 -5.67534 -1.00870  -0.09
C26 3.69124 -6.97502 -0.89277  -0.06
C27 3.04174 -7.92766 -0.08528  -0.04
C28 1.86141 -7.56235 0.56310  -0.06
C29 1.35221 -6.26461 0.46033  -0.07
C30 0.17389 -3.49112 0.98527  -0.38
C31 -1.11053 -3.91763 0.58053  -0.10
C32 -2.11139 -4.13339 1.53377  -0.06
C33 -1.84342 -3.90160 2.88401  -0.06
C34 -0.60905 -3.37958 3.27732  -0.06
C35 0.39201 -3.15291 2.32414  -0.09
H16 4.09205 -1.05852 0.76398  0.09
H17 3.24879 -3.48430 1.58924  0.11
H18 5.79429 -1.47761 -0.58105  0.10
H19 7.93020 -1.84248 -1.83395  0.12
H20 7.87680 -2.26108 -4.29977  0.12
H21 5.67646 -2.44424 -5.48224  0.12
H22 3.54746 -2.06547 -4.22182  0.11
H23 0.80864 0.04720 -0.50648  0.09
H24 0.10151 2.26444 -0.79372  0.05
H25 1.90605 4.12381 -0.95533  0.11
H26 4.08430 3.47572 -1.99824  0.12
H27 4.60987 1.05005 -2.33223  0.11
H28 3.71437 -4.95112 -1.64754  0.10
H29 4.58752 -7.26585 -1.43490  0.11
H30 3.44993 -8.93821 0.02610  0.12
H31 1.31569 -8.29753 1.16273  0.12
H32 0.42833 -5.99670 0.97260  0.10
H33 -1.30777 -4.09201 -0.47246  0.11
H34 -3.08751 -4.48468 1.21156  0.12
H35 -2.59596 -4.12386 3.62786  0.11
H36 -0.40751 -3.15067 4.31968  0.11
H37 1.34812 -2.73139 2.63255  0.10
F1 -4.62574 3.75991 -2.93229  0.16
C36 -5.61900 3.96023 -2.03782  -0.48
F2 -6.52041 4.83878 -2.55536  0.18
F3 -6.27427 2.78051 -1.84383  0.14
C37 -4.96560 4.40295 -0.66075  -0.24
O1 -3.83743 3.70577 -0.43993  -0.24
C38 -4.72892 5.96596 -0.81626  -0.46
F4 -5.90512 6.65679 -0.79785  0.17
F5 -3.96522 6.46538 0.19033  0.14
F6 -4.07437 6.24713 -1.97986  0.16
C39 -6.02876 4.20731 0.52018  -0.47
F7 -7.29271 4.48719 0.12498  0.18
F8 -5.99850 2.92348 0.94879  0.15
F9 -5.76740 4.98900 1.60326  0.16

Values from the calculation:
HOMO (alpha / beta) = -13.21 / -13.78 eV
Expectation value of S² = 2.019
Net charge = +2
Gap between HOMO and LUMO (alpha / beta) = 5.75 / 5.93 eV
Energy relative to the best compared isomer or geometry (same formula, charge and spin) = 0.00 kJ/mol
Multiplicity = 3


Calculated strongest force on any atom (Eh/bohr), listed in the same order as above: 0.1613, 0.0077, 0.0177, 0.0890